(1)
An isolated ion of composition C4H5N2O and charge +1 in a non-equilibrium geometry. Source: OMol25; level of theory: ωB97M-V with the def2-TZVPD basis set.

```
12
Properties=species:S:1:pos:R:3
C 0.03657 -1.74559 0.02389
N -0.43966 -0.62256 -0.07418
C -1.69829 0.16010 0.02625
C -0.98579 1.29089 0.01347
N 0.34121 0.51521 -0.16500
C 1.73152 0.78913 -0.01479
O 2.60433 -0.04105 0.01377
H -0.74281 -2.52455 -0.04561
H 1.14581 -1.87730 0.10993
H -2.80200 -0.10730 -0.17161
H -1.06977 2.30246 0.37169
H 1.87887 1.86056 -0.08781
```

Output
Energy above the lowest of the compared OMol25 structures with the same formula, charge and spin   301.4 kJ/mol
Orbital gap   9.61 eV
SMILES   C=[N+]1C=CN1C=O
Charge   +1
HOMO level   -15.040 eV

Mulliken population analysis, charges in e, atoms 1 to 6: atom 1 (C): -0.139, atom 2 (N): 0.302, atom 3 (C): -0.260, atom 4 (C): -0.214, atom 5 (N): -0.136, atom 6 (C): 0.199


(2)
One molecule with the formula CH5N3 in a non-equilibrium geometry. Source: OMol25; level of theory: ωB97M-V with the def2-TZVPD basis set.

```
9
Properties=species:S:1:pos:R:3
N 0.19576 0.61814 -1.24198
C 0.00319 0.03559 -0.11849
N 0.66423 -1.10672 0.34772
N -0.86014 0.55856 0.85414
H 0.82837 0.00899 -1.76932
H 1.00062 -1.73042 -0.34573
H 0.19985 -1.47910 1.16378
H -1.69122 0.99195 0.48256
H -0.40496 1.12079 1.56515
```

Output
Energy above the lowest of the compared OMol25 structures with the same formula, charge and spin   50.4 kJ/mol
Orbital gap   10.37 eV
SMILES   N=C(N)N
HOMO level   -9.395 eV

Mulliken population analysis, charges in e, atoms 1 to 6: atom 1 (N): -0.614, atom 2 (C): 0.491, atom 3 (N): -0.459, atom 4 (N): -0.531, atom 5 (H): 0.200, atom 6 (H): 0.222


(3)
One molecule with the formula C3H5N3 in a non-equilibrium geometry. Source: OMol25; level of theory: ωB97M-V with the def2-TZVPD basis set.

```
11
Properties=species:S:1:pos:R:3
C 0.47882 -1.44242 -0.31041
C -0.06151 -0.00420 -0.15410
C -0.69002 0.38768 0.99807
N -0.82921 1.73457 1.07004
N -0.33918 2.24181 -0.00549
N 0.13917 1.24623 -0.76991
H -0.27264 -2.24351 -0.42931
H 1.18889 -1.56823 -1.12583
H 1.01274 -1.72882 0.61185
H -1.03428 -0.25855 1.78877
H 0.40721 1.63545 -1.67368
```

Output
Energy above the lowest of the compared OMol25 structures with the same formula, charge and spin   146.7 kJ/mol
Orbital gap   10.40 eV
SMILES   Cc1cnn[nH]1
HOMO level   -9.573 eV

Mulliken population analysis, charges in e, atoms 1 to 6: atom 1 (C): -1.069, atom 2 (C): 0.501, atom 3 (C): -0.325, atom 4 (N): -0.307, atom 5 (N): -0.511, atom 6 (N): 0.149


(4)
C6H7Cl2CoNO4Tl as an isolated structure in a non-equilibrium geometry. Source: OMol25; level of theory: ωB97M-V with the def2-TZVPD basis set.

```
22
Properties=species:S:1:pos:R:3
Tl -0.48054 0.40017 -4.44025
Co -0.03274 1.05194 -0.83646
Cl -0.30972 -0.92070 -1.95223
Cl -0.77075 2.45713 -2.37673
C 1.39164 2.05718 -0.51415
C 0.70870 -1.94157 -5.47669
C 0.89509 2.18488 -6.26511
O 2.31200 2.61652 -0.05231
O 1.02357 -2.97705 -5.83867
O 1.31880 2.94054 -7.00679
C -1.82817 -0.83833 2.69587
N -0.40205 -0.60088 2.79828
C 0.31789 -1.03724 3.98363
C 0.18525 0.04206 1.80032
O -0.56503 0.56144 0.90882
H -2.14537 -1.30709 3.62723
H -2.04953 -1.49602 1.84631
H -2.38338 0.08788 2.51569
H 1.06368 -1.79046 3.70126
H 0.87943 -0.19265 4.40657
H -0.41698 -1.43325 4.69684
H 1.28822 0.13552 1.77857
```

Output
Orbital gap (spin up / spin down)   5.16 / 6.70 eV
Charge   +4
HOMO level (spin up / spin down)   -24.559 / -25.789 eV
Multiplicity   5

Mulliken population analysis, charges in e, atoms 1 to 6: atom 1 (Tl): 1.280, atom 2 (Co): 0.505, atom 3 (Cl): -0.142, atom 4 (Cl): -0.018, atom 5 (C): 0.771, atom 6 (C): 0.105


(5)
C28H27LaN3SSi as an isolated structure in a non-equilibrium geometry. Source: OMol25; level of theory: ωB97M-V with the def2-TZVPD basis set.

```
61
Properties=species:S:1:pos:R:3
C 0.58413 1.83360 0.62460
C 0.80457 2.12444 -0.77220
C -0.49133 2.12685 -1.42784
H 1.77275 2.31614 -1.25272
C -1.49470 1.80388 -0.42923
C -0.81957 1.63242 0.82951
H -1.29792 1.52270 1.81510
H 1.32845 1.92047 1.43005
H -0.67886 2.31905 -2.49296
H -2.57782 1.74864 -0.59107
La -0.10367 -0.19467 -0.90004
C 0.02332 -4.28861 -3.78333
H 0.47020 1.18497 -3.61674
H 0.80803 -4.19929 -2.98454
H -0.69717 -3.46218 -3.62216
Si 0.19072 -0.23995 -3.97827
C 1.57509 -0.47557 -5.26909
C 2.60375 0.39417 -5.65583
H 2.69588 1.40483 -5.26732
C 3.50599 0.00831 -6.66770
H 4.30076 0.67842 -6.99700
C 3.46164 -1.24872 -7.24930
H 4.22808 -1.62171 -7.96097
C 2.40308 -2.10816 -6.87990
H 2.31014 -3.10518 -7.31947
C 1.46190 -1.71275 -5.92368
H 0.59738 -2.36329 -5.76790
C -1.08007 0.30621 -5.30187
C -0.85054 0.67551 -6.65606
H 0.15409 0.60605 -7.11888
C -1.89563 1.15385 -7.49448
H -1.68899 1.34356 -8.56492
C -3.15882 1.40130 -6.93304
H -3.95820 1.77610 -7.57725
C -3.37451 1.17619 -5.56482
H -4.35157 1.41829 -5.13124
C -2.33834 0.68946 -4.76644
H -2.53035 0.64153 -3.69389
H 0.40887 -4.21472 -4.80443
H -0.46923 -5.18843 -3.52788
N -0.50971 -2.63581 3.73213
C -0.21258 -1.56068 4.55955
C -0.22633 -1.48848 5.94061
C 0.03775 -0.22486 6.50299
C 0.29933 0.88753 5.68070
C 0.29591 0.78145 4.28245
C 0.03248 -0.47026 3.69922
N -0.09964 -0.89645 2.38308
C -0.43689 -2.20941 2.43515
C -0.76765 -3.09726 1.33632
C -1.04743 -4.44412 1.40172
S -1.54877 -5.03906 -0.14784
C -1.38424 -3.44074 -0.81163
N -0.90032 -2.52635 0.05583
H -0.73225 -3.57505 4.04172
H -0.43517 -2.38206 6.53406
H 0.04041 -0.11132 7.58965
H 0.50849 1.84738 6.16281
H 0.48952 1.62129 3.62523
H -0.94654 -5.05349 2.29171
H -1.76394 -3.16794 -1.79404
```

Output
Energy above the lowest of the compared OMol25 structures with the same formula, charge and spin   0.0 kJ/mol
Orbital gap   6.09 eV
Charge   +1
HOMO level   -9.818 eV

Mulliken population analysis, charges in e, atoms 1 to 6: atom 1 (C): -0.043, atom 2 (C): -1.206, atom 3 (C): -0.453, atom 4 (H): 0.524, atom 5 (C): -1.298, atom 6 (C): 0.019


(6)
One molecule with the formula C20H18BrNO4. Source: OMol25; level of theory: ωB97M-V with the def2-TZVPD basis set.

```
44
Properties=species:S:1:pos:R:3
O 2.05654 1.93932 1.37560
C 1.03344 1.50351 0.89729
C -0.38069 1.94105 1.27866
O -0.69392 2.78892 2.08403
N -1.23445 1.20827 0.52875
C -2.66613 1.32007 0.63630
C -3.30614 1.81356 -0.66066
C -4.79616 2.08157 -0.47811
O -5.33199 2.44110 -1.73269
C -0.60952 0.20680 -0.30897
C -0.99253 -1.19131 0.12756
C -0.73777 -1.59236 1.43329
C -1.08651 -2.86314 1.85237
C -1.69019 -3.74368 0.96948
C -1.94496 -3.34816 -0.33218
C -1.59971 -2.07483 -0.75159
C 0.86419 0.46765 -0.11401
C 1.82805 -0.27430 -0.70541
O 1.45998 -1.29374 -1.51182
C 3.26925 -0.05374 -0.51093
C 3.83587 1.21102 -0.65001
C 5.19443 1.38808 -0.47817
C 5.98800 0.29669 -0.16221
Br 7.85803 0.53638 0.07645
C 5.44596 -0.97061 -0.02634
C 4.08753 -1.14246 -0.21066
H -2.85488 2.03390 1.44310
H -3.08692 0.34657 0.91523
H -3.19146 1.07062 -1.45123
H -2.82104 2.73483 -0.98579
H -5.29078 1.17602 -0.09482
H -4.94127 2.88888 0.25297
H -6.26171 2.66660 -1.62813
H -0.89489 0.35018 -1.35941
H -0.26714 -0.90308 2.12064
H -0.88648 -3.16698 2.86908
H -1.96159 -4.73626 1.29687
H -2.41608 -4.03142 -1.02317
H -1.79680 -1.76848 -1.76851
H 2.23929 -1.74181 -1.86838
H 3.21365 2.05369 -0.90180
H 5.63483 2.36695 -0.58444
H 6.07651 -1.80983 0.22327
H 3.65612 -2.12601 -0.08148
```

Output
Orbital gap   8.53 eV
SMILES   O=C1C(=O)N(CCCO)[C@H](c2ccccc2)/C1=C(\O)c1ccc(Br)cc1
HOMO level   -8.957 eV

Mulliken population analysis, charges in e, atoms 1 to 6: atom 1 (O): -0.645, atom 2 (C): 0.804, atom 3 (C): 0.364, atom 4 (O): -0.686, atom 5 (N): 0.213, atom 6 (C): -1.075


(7)
C13H30N2NiO7 as an isolated structure in a non-equilibrium geometry. Source: OMol25; level of theory: ωB97M-V with the def2-TZVPD basis set.

```
53
Properties=species:S:1:pos:R:3
Ni -13.89577 1.33917 -33.43844
C -13.11396 1.34662 -35.60548
O -14.23111 1.89215 -35.54923
O -13.28364 0.25679 -35.14518
O -12.40715 1.84334 -34.66550
C -13.89709 4.58610 -33.18298
O -14.39935 3.27177 -32.92667
C -15.82115 3.41597 -32.88968
C -16.54428 1.98486 -33.17225
N -15.74718 0.85453 -32.60552
C -16.34058 -0.35356 -33.09487
C -17.23116 -0.99836 -32.13106
O -16.51654 -1.26580 -30.94189
C -15.77923 -2.43382 -30.95112
H -14.57476 5.34588 -32.79363
H -13.79391 4.63301 -34.26707
H -12.92026 4.66446 -32.70572
H -16.17505 4.09640 -33.66419
H -15.99751 3.74942 -31.86704
H -16.69042 1.93859 -34.25141
H -17.49152 1.97532 -32.63303
H -15.89983 0.71303 -31.61720
H -15.57345 -1.08970 -33.33510
H -16.84266 -0.33256 -34.06212
H -17.62942 -1.93480 -32.52166
H -17.97626 -0.22978 -31.92563
H -16.51195 -3.18468 -30.65548
H -15.05285 -2.47189 -30.13933
H -15.46506 -2.81477 -31.92287
C -11.95793 -1.56619 -28.27603
O -12.37521 -1.04012 -29.55023
C -11.36565 -0.84012 -30.49199
C -12.12662 -0.46810 -31.82600
N -12.92377 0.81804 -31.63612
C -11.90010 1.86137 -31.39467
C -12.26121 2.67209 -30.13540
O -13.36126 3.51775 -30.40246
C -14.10725 4.09698 -29.33922
H -11.33662 -2.46127 -28.30618
H -12.98129 -1.65496 -27.91142
H -11.55412 -0.68743 -27.77322
H -10.83199 -1.77254 -30.67615
H -10.52677 -0.21414 -30.18784
H -12.70715 -1.34160 -32.12279
H -11.37664 -0.36956 -32.61081
H -13.26082 0.78257 -30.68469
H -11.88863 2.55127 -32.23848
H -10.86621 1.51626 -31.40158
H -11.44362 3.25070 -29.70543
H -12.50107 1.96918 -29.33759
H -13.47412 4.79787 -28.79519
H -14.84957 3.47122 -28.84376
H -14.73474 4.87014 -29.78260
```

Output
Energy above the lowest of the compared OMol25 structures with the same formula, charge and spin   152.7 kJ/mol
Orbital gap (spin up / spin down)   8.44 / 7.98 eV
Charge   +1
HOMO level (spin up / spin down)   -12.696 / -12.767 eV
Multiplicity   4

Mulliken population analysis, charges in e, atoms 1 to 6: atom 1 (Ni): 0.605, atom 2 (C): 0.817, atom 3 (O): -0.602, atom 4 (O): -0.449, atom 5 (O): -0.527, atom 6 (C): -1.116